The following is a DFT calculation (the ωB97M-V functional and the def2-TZVPD basis) of C14H37BClFINO8Si2 as an isolated structure in a non-equilibrium geometry.

Cartesian coordinates (Å):
H (-4.8451, 0.9420, 1.4904)
O (-3.8064, -0.6827, 0.7172)
H (6.9434, -3.2500, -1.9789)
C (2.7997, -2.7931, -1.7489)
O (5.1480, -2.5950, -1.1870)
O (-1.7003, -0.7688, 2.9547)
H (-2.6605, 0.9820, 1.2168)
H (-4.9545, 0.7105, -0.2900)
H (-2.8328, 6.0618, -3.4129)
C (-2.5485, 5.1533, -3.9997)
H (-0.5993, 2.1430, -0.7746)
C (-1.5284, -0.8146, 1.5383)
H (3.9440, -3.6046, 0.5617)
C (-4.9043, 0.2061, 0.6805)
H (6.8790, -3.0347, -0.2150)
H (-3.7620, -1.0512, 3.0387)
H (-0.4412, 3.5990, -4.5484)
H (-5.8159, -0.3777, 0.8223)
H (2.1514, 0.4576, 1.7190)
H (2.1621, -2.9923, -2.6140)
Si (-1.3846, 4.4541, -1.1426)
C (-2.8443, -1.4286, 3.4898)
H (-2.8756, -1.1398, 4.5440)
C (2.3219, 0.0864, 0.7030)
H (2.4684, -4.3203, 1.1697)
H (0.4532, 8.1009, -0.6623)
C (2.4502, -2.1988, 1.2887)
O (2.2998, -3.6430, -0.7170)
C (-2.7705, -2.9484, 3.4330)
H (6.0791, -4.4361, -0.9402)
C (2.8610, -3.4843, 0.5841)
I (-3.6049, 3.8056, -0.1857)
H (0.8442, 3.1642, -1.0617)
H (-0.5493, -0.3644, 1.3568)
C (-0.1437, 3.1535, -0.5221)
N (0.1023, 3.1481, 0.9437)
H (-3.4388, 4.5424, -4.3003)
H (-3.5625, -3.3762, 4.0584)
H (-1.4695, -1.8458, 1.1872)
H (2.7271, -2.2580, 2.3474)
H (4.3572, -4.1679, -2.2973)
O (-0.7685, 3.2413, -3.7070)
O (-1.0853, 6.0700, -0.6065)
C (-2.1934, -4.5551, 1.7978)
H (-1.1357, -4.3774, 2.0176)
H (2.8501, 0.8485, 0.1291)
C (4.2355, -3.0894, -2.1596)
C (6.3201, -3.3777, -1.0876)
O (-2.9710, -3.4163, 2.1061)
H (-1.9746, 5.3983, -4.9416)
H (-1.7990, -3.2759, 3.8213)
C (-2.5549, -0.0055, 0.7583)
H (1.0346, 3.4683, 1.1836)
H (-2.2121, 0.1126, -0.2776)
B (-1.5632, 4.2574, -3.0826)
H (1.3628, -2.0800, 1.2149)
Cl (2.0772, 5.7341, -1.0170)
H (1.3653, -0.1108, 0.2086)
H (-0.6233, 3.6322, 1.4654)
H (-2.2906, -4.7525, 0.7304)
H (-2.5527, -5.4259, 2.3568)
O (3.1229, -1.0774, 0.7311)
H (4.4553, -2.5780, -3.1048)
F (0.0261, 7.1660, -2.9628)
H (2.6580, -1.7432, -1.4907)
Si (0.2672, 6.8022, -1.3302)

Atomic forces in eV per Å
0.03 0.10 -0.08
-0.07 0.24 0.34
0.07 -0.18 -0.01
-0.04 -0.21 -0.05
-0.03 -0.39 0.14
-0.13 -0.11 -0.14
0.02 0.03 0.03
-0.07 0.17 0.07
-0.05 -0.58 -0.91
1.04 -0.32 0.31
0.30 1.08 -0.09
0.04 0.19 0.06
0.05 0.25 -0.01
0.03 -0.32 -0.12
-0.06 0.07 -0.10
-0.03 -0.19 -0.17
-0.46 -0.54 -0.09
0.11 -0.04 -0.07
-0.20 0.09 -0.05
0.01 -0.11 0.04
-0.10 -0.35 1.46
0.13 -0.05 0.15
0.12 -0.03 -0.01
0.23 -0.10 0.13
-0.11 0.04 -0.06
-0.04 -0.27 -0.21
0.39 0.01 -0.14
0.15 0.15 0.01
-0.28 0.17 -0.30
0.03 -0.03 -0.11
-0.19 -0.02 0.07
0.58 0.33 -0.16
-1.08 0.20 0.37
-0.08 0.12 0.10
0.23 -0.85 0.50
-0.01 -0.10 -0.45
0.62 0.59 0.36
0.06 0.06 0.23
-0.25 0.00 -0.10
-0.15 -0.17 0.09
-0.01 -0.05 0.01
-0.37 1.99 1.07
1.95 -0.81 -2.00
-0.26 0.11 0.01
0.04 -0.08 0.07
0.08 -0.06 0.06
-0.04 0.54 0.26
-0.06 0.30 0.05
0.36 0.04 -0.04
-0.77 0.11 0.84
0.00 0.03 -0.03
-0.05 -0.58 -0.06
-0.42 0.19 0.02
0.19 0.19 0.03
-0.18 -0.81 -2.71
0.02 0.00 -0.03
-1.37 0.59 -0.53
-0.07 0.05 0.06
0.42 -0.04 -0.01
-0.09 0.03 0.05
0.16 -0.09 0.00
-0.23 0.00 -0.27
-0.14 -0.16 -0.17
0.39 -1.14 2.50
0.26 0.03 0.06
-0.67 0.71 -0.28

HOMO level	-8.9	eV
charge	0
E_LUMO	-0.01612	Ha
calculated total energy	-72764.026	eV
2S+1	1